26
Properties=species:S:1:pos:R:3:forces:R:3 method="wB97M-V/def2-TZVPD" multiplicity=2 e_lumo_ev="-3.4 / -8.1" charge=+1 relative_energy_kcal_mol=11.6 energy_ha=-406.5618
C 0.76834 0.31891 -2.42513 0.1165 0.2927 1.1835
C 1.29195 1.75700 -2.37375 0.0231 -0.7320 -1.1485
C 1.47727 -0.15322 -0.07721 -0.2584 0.3732 -1.0134
C -1.87164 -1.04154 -1.84070 2.0697 1.3860 -0.0822
C -0.67732 -1.05220 -0.91998 -0.7872 -1.5915 0.0732
O -0.41033 -1.98098 -0.20180 -0.0152 0.5478 0.1824
N 0.36612 -0.07668 -1.03875 0.8740 0.1444 -0.7094
H -0.03607 0.13165 -3.12249 -0.2224 0.2526 0.0790
H 1.57282 -0.37583 -2.64936 0.2211 -0.1413 -0.2700
H 2.32732 1.78626 -2.05158 -0.2054 0.2765 0.6604
H 0.56086 2.37194 -1.89407 0.0407 0.5619 0.8174
H 2.14695 -0.82338 -0.61338 0.4978 -0.2651 0.5499
H -1.45482 -1.41024 -2.77777 -0.3940 -0.4251 -0.1853
H 1.33047 2.13854 -3.37821 -0.0353 0.0092 -0.6607
H 1.98564 0.78885 0.09387 -0.1953 0.3388 -0.4470
H 1.14292 -0.52120 0.85489 -0.3351 -0.6761 0.7691
H -2.61176 -1.68813 -1.43183 -0.6922 -0.1912 0.1029
H -2.11985 0.00012 -2.04603 -0.7208 -0.1454 0.1564
C -0.74005 0.72794 3.43607 0.9436 0.3861 -0.2774
C -0.63372 -0.78824 3.60047 -1.8316 0.3516 -0.7359
H -1.35805 1.17132 4.21145 0.0622 0.1343 -0.0050
H 0.23497 1.22437 3.39501 0.0411 -0.0277 0.6720
H -1.14128 1.03556 2.46288 -0.4285 -0.3902 0.0813
H 0.13055 -1.23815 2.98678 0.4888 -0.2211 0.1796
H -1.58484 -1.13078 3.18687 -0.0035 -0.4872 -0.1379
H -0.69646 -1.17189 4.61376 0.7462 0.2385 0.1656